Density functional theory data (the ωB97M-V functional and the def2-TZVPD basis) for a molecular structure, C27H27Cl5FN7O4Ta.

Geometry as XYZ:
```
72
Properties=species:S:1:pos:R:3:mulliken_charge:R:1
Ta -0.46 -0.61 -1.24 2.077
C 2.59 -3.49 -3.27 -2.117
C 1.76 -2.66 -2.34 0.847
N 0.80 -1.91 -2.73 -0.291
C 0.56 -1.67 -4.15 -1.131
C 0.85 -0.20 -4.39 -0.465
N 0.74 0.59 -3.13 -0.446
C 0.28 1.96 -3.42 -0.834
C -1.20 1.96 -3.30 -0.921
N -1.57 1.52 -1.93 -0.177
C -1.25 2.54 -0.90 -1.196
C 0.02 2.18 -0.21 -0.045
N -0.03 0.72 0.11 0.406
C 0.30 0.52 1.54 1.022
C -0.90 0.81 2.41 -1.813
C 1.42 -1.60 1.10 0.454
C 2.39 -2.32 1.79 -0.977
C 3.17 -3.20 1.11 -0.972
C 2.98 -3.35 -0.28 -0.770
C 2.02 -2.61 -0.90 0.879
N 1.22 -1.73 -0.22 0.086
H 1.95 -4.07 -3.94 0.482
H 3.24 -4.19 -2.75 0.468
H 3.22 -2.85 -3.89 0.421
H -0.47 -1.91 -4.39 0.152
H 1.18 -2.29 -4.79 0.693
H 0.16 0.20 -5.12 0.440
H 1.85 -0.08 -4.80 0.439
H 1.67 0.65 -2.72 0.339
H 0.56 2.27 -4.43 0.569
H 0.74 2.66 -2.74 0.436
H -1.65 1.27 -4.01 0.375
H -1.61 2.95 -3.50 0.520
H -2.57 1.37 -1.93 0.351
H -2.07 2.54 -0.17 0.359
H -1.18 3.54 -1.33 0.399
H 0.12 2.78 0.70 0.588
H 0.91 2.36 -0.81 0.029
H -1.23 1.85 2.29 0.368
H -0.68 0.61 3.46 0.399
H -1.71 0.15 2.09 0.447
H 2.48 -2.17 2.86 0.657
H 3.93 -3.78 1.62 0.509
H 3.59 -4.04 -0.83 0.341
F 0.09 2.01 7.39 -0.276
C 0.14 2.44 6.14 0.259
C 1.01 1.95 5.28 -0.066
N 1.05 2.39 3.94 0.386
C 2.10 2.01 3.04 -1.740
C 1.71 1.21 1.81 0.744
O 2.54 0.99 0.98 -0.538
O 0.59 -0.85 1.82 -0.013
C 0.21 3.38 3.48 0.340
O 0.25 3.72 2.30 -0.739
N -0.66 3.87 4.40 -0.053
C -0.81 3.49 5.76 0.231
O -1.63 4.00 6.46 -0.497
H 1.72 1.19 5.58 0.356
H 2.87 1.45 3.57 0.483
H 2.59 2.89 2.64 0.380
H -1.26 4.62 4.09 0.274
Cl -2.34 -1.09 -3.03 -0.300
C -3.03 -1.84 -1.59 1.090
C -2.13 -1.84 -0.52 -1.312
C -2.59 -2.52 0.63 0.968
Cl -1.57 -2.84 1.96 -0.118
C -3.90 -3.02 0.68 -0.253
Cl -4.46 -3.78 2.09 -0.105
C -4.75 -2.93 -0.43 0.777
Cl -6.31 -3.55 -0.37 -0.078
C -4.29 -2.34 -1.62 -0.469
Cl -5.24 -2.25 -3.02 -0.129
```

Computed properties:
- highest occupied orbital energy (Eh) = -0.5849
- energy above the lowest of the compared OMol25 structures with the same formula, charge and spin (kcal per mole) = 61.1
- total charge = +3
- E_LUMO (eV) = -10.9

Density functional theory data (the ωB97M-V functional and the def2-TZVPD basis) for a molecular structure, C27H27Cl5FeGeN2O2SSe.

Geometry as XYZ:
```
67
Properties=species:S:1:pos:R:3:mulliken_spin:R:1
Fe 0.13 1.88 -0.11 3.792
Cl 2.30 1.02 3.56 0.002
C 1.45 2.50 3.30 0.005
C 0.84 2.71 2.07 0.092
C 0.17 3.92 1.94 -0.043
Cl -0.58 4.15 0.38 0.042
C 0.09 4.88 2.94 -0.011
Cl -0.78 6.35 2.70 0.002
C 0.73 4.63 4.15 0.001
Cl 0.67 5.79 5.42 0.000
C 1.42 3.44 4.33 -0.001
Cl 2.21 3.13 5.83 0.001
C -2.53 -4.77 -2.73 0.000
C -2.12 -3.33 -2.82 0.001
C -2.80 -2.45 -3.65 0.000
C -2.48 -1.10 -3.65 0.000
C -1.48 -0.64 -2.82 -0.004
C -0.75 -1.51 -2.04 0.003
C -1.07 -2.86 -2.04 0.001
S -1.17 1.11 -2.64 -0.014
O -1.84 1.49 -1.39 0.018
O -1.58 1.81 -3.83 0.007
N 0.36 1.30 -2.22 0.030
C 1.52 1.14 -2.90 -0.017
C 1.69 0.65 -4.18 0.009
C 2.97 0.51 -4.71 -0.004
C 4.09 0.86 -4.00 0.010
C 3.97 1.38 -2.70 -0.007
C 5.05 1.80 -1.90 0.003
C 4.81 2.27 -0.64 0.000
C 3.50 2.32 -0.16 -0.002
N 2.46 1.94 -0.87 0.037
C 2.67 1.50 -2.13 0.010
H -2.98 -5.11 -3.66 0.000
H -3.28 -4.89 -1.94 0.000
H -1.68 -5.40 -2.48 0.000
H -3.59 -2.81 -4.29 0.000
H -3.00 -0.39 -4.28 0.000
H 0.06 -1.12 -1.44 0.006
H -0.51 -3.54 -1.42 0.000
H 0.82 0.39 -4.77 0.001
H 3.08 0.11 -5.71 0.000
H 5.08 0.75 -4.43 0.000
H 6.06 1.73 -2.29 0.000
H 5.62 2.60 0.00 -0.001
H 3.28 2.67 0.84 0.004
C -3.25 -3.54 3.11 0.001
Ge -2.43 -1.73 2.93 0.002
C -1.31 -1.37 4.52 0.001
C -3.79 -0.33 2.62 0.000
C -1.24 -1.67 1.31 0.020
Se -0.10 -0.06 1.46 0.001
C 1.59 -0.95 1.09 0.005
H -3.88 -3.57 3.99 0.000
H -2.48 -4.30 3.23 0.000
H -3.85 -3.80 2.24 0.000
H -1.92 -1.34 5.42 0.000
H -0.80 -0.42 4.41 -0.001
H -0.56 -2.14 4.64 0.000
H -4.41 -0.16 3.50 0.000
H -4.45 -0.60 1.80 0.000
H -3.29 0.60 2.36 -0.001
H -1.82 -1.61 0.39 -0.001
H -0.59 -2.53 1.26 0.000
H 1.89 -1.55 1.96 0.000
H 2.33 -0.18 0.91 0.000
H 1.49 -1.59 0.21 0.000
```

Computed properties:
- expectation value of S² = 6.011
- highest occupied orbital energy (alpha / beta) (Eh) = -0.2910 / -0.2930
- energy above the lowest of the compared OMol25 structures with the same formula, charge and spin (kcal per mole) = 19.9
- 2S+1 = 5
- total charge = 0
- E_LUMO (alpha / beta) (eV) = -0.1 / -0.2

Density functional theory data (the ωB97M-V functional and the def2-TZVPD basis) for a molecular structure, C27H27F3LaN6O8S3.

Geometry as XYZ:
```
75
Properties=species:S:1:pos:R:3:mulliken_charge:R:1
La 0.18 0.00 -0.15 1.523
O -2.82 3.26 4.91 -0.573
C -2.20 2.65 3.88 1.013
C -0.89 2.96 3.52 -0.531
C -0.32 2.29 2.45 -0.240
N -0.99 1.39 1.74 0.850
C -2.24 1.07 2.11 -0.033
C -2.88 1.67 3.17 -0.776
C -2.87 -0.08 1.31 0.083
O -4.08 -0.27 1.42 -0.778
O -2.03 -0.72 0.60 -0.095
C 1.16 2.45 2.08 0.160
O 1.76 3.43 2.52 -0.846
O 1.62 1.48 1.40 -0.378
H -2.22 3.90 5.31 0.304
H -0.30 3.70 4.05 0.451
H -3.89 1.37 3.42 0.590
N -1.67 2.45 -1.02 -0.040
C -1.11 3.03 -2.16 -0.217
C -1.86 3.53 -3.20 -0.694
C -1.24 4.06 -4.35 -0.678
C 0.12 4.10 -4.46 -0.970
C 0.92 3.60 -3.41 0.641
C 2.33 3.58 -3.44 -0.743
C 3.03 3.11 -2.37 -1.127
C 2.32 2.61 -1.26 -0.049
N 1.02 2.55 -1.21 0.420
C 0.31 3.06 -2.25 0.582
H -1.15 2.65 -0.18 0.017
H -2.66 2.58 -0.92 0.269
H -2.94 3.50 -3.14 0.387
H -1.86 4.45 -5.15 0.388
H 0.60 4.52 -5.33 0.383
H 2.84 3.94 -4.33 0.397
H 4.11 3.08 -2.36 0.420
H 2.85 2.23 -0.39 0.444
F -4.96 -2.83 -5.44 -0.290
C -4.39 -3.55 -4.45 0.740
F -3.72 -4.57 -5.04 -0.253
F -5.39 -4.11 -3.74 -0.261
C -3.49 -2.73 -3.58 0.548
C -2.97 -3.28 -2.42 -1.036
C -2.14 -2.50 -1.64 -0.442
N -1.82 -1.25 -1.96 0.342
C -2.33 -0.73 -3.06 -0.488
C -3.17 -1.42 -3.92 -0.868
H -3.22 -4.29 -2.13 0.389
H -1.72 -2.88 -0.72 0.654
H -2.05 0.30 -3.28 0.403
H -3.56 -0.97 -4.82 0.472
O 2.47 -0.30 -0.82 -0.656
S 1.92 -0.90 -2.07 1.076
O 0.76 -0.03 -2.46 -0.662
O 2.90 -1.05 -3.12 -0.683
S 1.11 -2.60 -1.42 -0.558
C 4.14 -1.71 3.52 -1.212
N 2.69 -1.59 3.56 0.225
C 2.23 -0.28 3.99 -1.182
C 1.91 -2.40 2.80 0.340
S 0.42 -1.91 2.16 -0.327
N 2.37 -3.67 2.65 0.159
C 1.76 -4.56 1.67 -0.601
C 3.02 -4.36 3.75 -1.242
H 4.56 -0.79 3.10 0.393
H 4.44 -2.54 2.89 0.413
H 4.55 -1.85 4.52 0.305
H 2.84 0.03 4.84 0.356
H 1.18 -0.33 4.29 0.370
H 2.32 0.46 3.19 0.320
H 1.49 -4.01 0.78 -0.111
H 0.87 -5.05 2.08 0.329
H 2.50 -5.32 1.40 0.370
H 3.14 -3.69 4.60 0.385
H 4.01 -4.74 3.45 0.319
H 2.41 -5.21 4.05 0.405
```

Computed properties:
- highest occupied orbital energy (Eh) = -0.1872
- energy above the lowest of the compared OMol25 structures with the same formula, charge and spin (kcal per mole) = 16.5
- total charge = -1
- E_LUMO (eV) = 2.3

Density functional theory data (the ωB97M-V functional and the def2-TZVPD basis) for a molecular structure, C27H27FN7Pt.

Geometry as XYZ:
```
63
Properties=species:S:1:pos:R:3:nbo_charge:R:1
Pt 0.41 0.17 -0.25 0.681
C -3.11 -0.77 0.08 -0.265
N -1.93 -1.55 0.38 -0.607
C -1.61 -1.78 1.77 -0.268
C -0.57 -0.87 2.37 0.427
N 0.23 -0.01 1.77 -0.488
C 1.06 0.52 2.76 0.153
C 2.04 1.50 2.68 -0.211
C 2.69 1.84 3.86 -0.209
C 2.36 1.23 5.08 -0.192
C 1.37 0.28 5.17 -0.220
C 0.73 -0.06 3.98 0.091
N -0.31 -0.93 3.70 -0.518
C -2.81 0.69 -0.12 0.408
N -1.61 1.22 -0.21 -0.501
C -1.80 2.58 -0.39 0.065
C -0.87 3.61 -0.51 -0.193
C -1.36 4.89 -0.67 -0.213
C -2.74 5.15 -0.69 -0.192
C -3.67 4.14 -0.56 -0.251
C -3.17 2.86 -0.40 0.167
N -3.78 1.63 -0.23 -0.539
H -3.56 -1.15 -0.84 0.232
H -3.88 -0.86 0.86 0.198
H -1.96 -2.43 -0.11 0.391
H -2.50 -1.71 2.42 0.201
H -1.23 -2.79 1.87 0.240
H 2.28 1.98 1.74 0.235
H 3.46 2.60 3.84 0.228
H 2.89 1.53 5.97 0.229
H 1.10 -0.18 6.11 0.228
H -0.81 -1.50 4.36 0.429
H 0.19 3.39 -0.48 0.227
H -0.67 5.72 -0.77 0.225
H -3.08 6.17 -0.82 0.227
H -4.73 4.35 -0.57 0.227
H -4.77 1.45 -0.17 0.427
C -0.57 -1.75 -2.95 -0.672
C 0.23 -0.52 -3.18 0.410
N 0.62 0.35 -2.27 -0.479
C 1.34 1.34 -2.92 -0.079
C 1.37 1.06 -4.24 -0.076
N 0.67 -0.11 -4.39 -0.502
H -0.51 -2.00 -1.89 0.256
H -0.18 -2.58 -3.52 0.246
H -1.61 -1.59 -3.23 0.231
H 1.77 2.16 -2.38 0.235
H 1.82 1.58 -5.07 0.239
H 0.49 -0.60 -5.26 0.433
F 1.57 -5.90 -1.72 -0.323
C 1.81 -4.63 -1.35 0.380
C 2.27 -3.73 -2.29 -0.305
C 2.49 -2.41 -1.90 -0.164
C 2.25 -1.98 -0.60 -0.056
C 2.34 -0.54 -0.21 -0.621
C 1.87 -2.95 0.34 -0.206
C 1.63 -4.26 -0.03 -0.286
H 2.46 -4.06 -3.30 0.231
H 2.87 -1.71 -2.63 0.202
H 2.95 0.03 -0.91 0.202
H 2.70 -0.45 0.82 0.202
H 1.77 -2.66 1.38 0.204
H 1.34 -5.01 0.70 0.230
```

Computed properties:
- highest occupied orbital energy (Eh) = -0.3726
- energy above the lowest of the compared OMol25 structures with the same formula, charge and spin (kcal per mole) = 0.0
- total charge = +1
- E_LUMO (eV) = -2.1

Density functional theory data (the ωB97M-V functional and the def2-TZVPD basis) for a molecular structure, C27H27MnOP.

Geometry as XYZ:
```
57
Properties=species:S:1:pos:R:3:mulliken_spin:R:1
C -1.85 -0.46 -2.46 0.156
C 0.17 -2.76 -2.26 -0.010
C -1.23 -0.03 -3.69 0.636
H -2.81 0.08 -2.36 0.020
C 1.16 -2.05 -2.80 0.029
H 0.28 -3.22 -1.27 0.001
H -1.36 1.04 -3.88 -0.052
H 2.13 -1.99 -2.29 0.003
C -0.31 -0.69 -4.58 0.069
H 0.00 0.11 -5.29 0.009
H -0.81 -1.45 -5.19 0.067
C -2.26 -1.97 -2.45 0.073
H -3.11 -2.09 -3.14 -0.006
H -2.65 -2.27 -1.47 0.001
C -1.16 -2.96 -2.91 -0.008
H -1.06 -2.91 -4.00 0.003
H -1.51 -3.98 -2.64 0.001
C 1.08 -1.27 -4.08 0.036
H 1.44 -1.92 -4.89 -0.004
H 1.78 -0.43 -4.01 0.000
Mn -0.98 1.92 -0.64 4.430
H -1.30 -0.02 -1.49 0.036
O 1.06 1.62 -2.25 0.013
C 0.90 1.42 -1.05 -0.185
C 1.93 0.87 -0.15 0.001
C 3.28 1.03 -0.50 0.014
C 4.28 0.38 0.21 0.005
C 3.95 -0.45 1.29 -0.005
C 2.61 -0.62 1.65 0.006
C 1.59 0.07 0.99 0.062
P -0.12 -0.33 1.47 -0.011
C -0.03 -0.40 3.29 0.014
C -0.94 -1.26 3.94 -0.004
C -1.05 -1.23 5.33 0.000
C -0.25 -0.35 6.08 -0.002
C 0.68 0.47 5.44 0.002
C 0.80 0.45 4.04 -0.006
C -0.97 1.32 1.33 -0.311
C -0.33 2.60 1.36 0.083
C -1.01 3.75 0.94 -0.060
C -2.28 3.63 0.35 -0.088
C -3.00 2.43 0.49 -0.039
C -2.37 1.29 1.00 0.043
H 3.54 1.67 -1.34 0.001
H 5.32 0.51 -0.08 0.000
H 4.73 -0.97 1.84 0.000
H 2.36 -1.30 2.46 -0.001
H -1.55 -1.93 3.34 0.001
H -1.77 -1.88 5.83 0.000
H -0.34 -0.32 7.16 0.000
H 1.31 1.15 6.02 0.000
H 1.54 1.08 3.55 -0.002
H 0.70 2.68 1.69 -0.020
H -0.52 4.72 0.98 0.004
H -2.74 4.49 -0.14 -0.006
H -4.04 2.38 0.16 0.005
H -2.91 0.35 1.10 -0.008
```

Computed properties:
- expectation value of S² = 9.080
- highest occupied orbital energy (alpha / beta) (Eh) = -0.2240 / -0.2387
- 2S+1 = 6
- total charge = 0
- E_LUMO (alpha / beta) (eV) = 0.4 / 0.0

Density functional theory data (the ωB97M-V functional and the def2-TZVPD basis) for a molecular structure, C27H27N2PPdSe2.

Geometry as XYZ:
```
60
Properties=species:S:1:pos:R:3:nbo_charge:R:1
Pd 0.21 0.80 -1.00 0.548
C 2.29 -0.48 2.93 -0.593
C 1.79 -1.18 1.67 -0.430
C 2.85 -1.21 0.61 -0.016
C 3.71 -2.29 0.48 -0.209
C 4.65 -2.31 -0.54 -0.202
C 4.72 -1.27 -1.45 -0.212
C 3.89 -0.16 -1.34 -0.041
C 3.92 0.93 -2.38 -0.426
C 2.68 0.91 -3.28 -0.598
C 2.97 -0.14 -0.28 0.180
N 2.07 0.92 -0.18 -0.543
C 2.43 2.13 0.11 0.140
C 1.47 3.14 0.03 0.016
C 1.46 4.51 0.33 -0.243
C 0.18 4.96 0.06 -0.330
C -0.55 3.86 -0.40 -0.015
N 0.21 2.77 -0.41 -0.529
H 1.52 -0.44 3.68 0.208
H 2.60 0.54 2.69 0.200
H 3.15 -1.01 3.33 0.203
H 0.89 -0.65 1.29 0.227
H 1.48 -2.20 1.92 0.213
H 3.64 -3.11 1.18 0.211
H 5.30 -3.16 -0.66 0.212
H 5.41 -1.32 -2.28 0.210
H 4.81 0.79 -3.00 0.212
H 3.99 1.91 -1.90 0.208
H 2.49 -0.10 -3.64 0.211
H 2.83 1.56 -4.14 0.214
H 1.78 1.27 -2.74 0.208
H 3.45 2.35 0.43 0.204
H 2.31 5.07 0.68 0.218
H -0.19 5.96 0.19 0.220
H -1.59 3.83 -0.68 0.210
Se -1.99 1.11 -2.01 -0.272
P -2.23 -0.90 -1.20 0.851
Se 0.44 -1.41 -1.79 -0.125
C -4.05 -1.13 -1.06 -0.377
C -4.62 -2.17 -1.78 -0.197
C -5.98 -2.39 -1.71 -0.207
C -6.77 -1.58 -0.91 -0.194
C -6.20 -0.54 -0.19 -0.220
C -4.84 -0.32 -0.25 -0.135
C -1.90 -0.84 0.61 -0.384
C -1.62 0.29 1.38 -0.233
C -1.47 0.16 2.75 -0.201
C -1.62 -1.08 3.36 -0.209
C -1.91 -2.20 2.60 -0.222
C -2.03 -2.08 1.23 -0.157
H -3.98 -2.79 -2.39 0.217
H -6.42 -3.20 -2.27 0.218
H -7.84 -1.76 -0.85 0.217
H -6.81 0.09 0.43 0.219
H -4.39 0.48 0.32 0.222
H -1.58 1.29 0.93 0.245
H -1.25 1.03 3.35 0.220
H -1.52 -1.17 4.43 0.216
H -2.04 -3.16 3.07 0.217
H -2.23 -2.95 0.62 0.207
```

Computed properties:
- highest occupied orbital energy (alpha / beta) (Eh) = -0.2869 / -0.2868
- energy above the lowest of the compared OMol25 structures with the same formula, charge and spin (kcal per mole) = 33.8
- total charge = 0
- E_LUMO (alpha / beta) (eV) = -2.0 / -2.0

Density functional theory data (the ωB97M-V functional and the def2-TZVPD basis) for a single C27H27N3O4 molecule.

Geometry as XYZ:
```
61
Properties=species:S:1:pos:R:3:nbo_charge:R:1
C -5.95 -2.35 -1.41 -0.641
C -4.84 -2.50 -0.42 0.012
C -4.79 -3.58 0.45 -0.214
C -3.76 -3.71 1.37 -0.201
C -2.75 -2.76 1.42 -0.235
C -2.79 -1.68 0.56 -0.139
C -3.83 -1.54 -0.34 -0.151
C -3.82 -0.37 -1.28 0.684
O -3.24 -0.40 -2.35 -0.610
N -4.51 0.72 -0.86 -0.439
C -5.08 0.87 0.45 -0.239
H -6.00 1.45 0.35 0.195
C -4.08 1.60 1.38 -0.221
N -3.14 2.38 0.59 -0.432
C -1.81 1.97 0.50 0.144
C -1.15 1.53 1.65 -0.246
C 0.18 1.17 1.61 -0.228
C 0.91 1.26 0.43 0.115
C 0.27 1.71 -0.72 -0.222
C -1.07 2.06 -0.68 -0.207
H -1.52 2.39 -1.59 0.208
H 0.82 1.79 -1.64 0.257
N 2.26 0.89 0.46 -0.592
C 3.20 0.96 -0.53 0.673
O 2.97 1.32 -1.67 -0.606
C 4.56 0.53 -0.10 -0.158
C 5.37 -0.07 -1.05 -0.208
C 6.66 -0.48 -0.74 0.279
C 7.16 -0.24 0.55 0.222
C 6.35 0.37 1.50 -0.243
C 5.06 0.75 1.18 -0.202
H 4.47 1.25 1.93 0.210
H 6.76 0.55 2.48 0.228
O 8.44 -0.57 0.90 -0.481
C 9.27 -0.86 -0.21 -0.098
C 8.54 -1.77 -1.19 -0.098
H 9.16 -2.02 -2.04 0.204
O 7.39 -1.12 -1.70 -0.491
H 8.24 -2.70 -0.67 0.180
H 10.16 -1.34 0.19 0.203
H 9.55 0.07 -0.72 0.181
H 4.99 -0.23 -2.05 0.245
H 2.58 0.54 1.35 0.398
H 0.67 0.83 2.52 0.204
H -1.67 1.48 2.60 0.213
C -3.79 3.02 -0.53 -0.230
H -3.11 3.72 -1.00 0.222
C -4.33 1.99 -1.55 -0.245
H -5.28 2.32 -1.97 0.194
H -3.62 1.81 -2.36 0.245
H -4.63 3.60 -0.11 0.195
H -3.53 0.86 1.97 0.216
H -4.62 2.26 2.07 0.191
H -5.33 -0.11 0.86 0.234
H -2.00 -0.94 0.58 0.219
H -1.94 -2.87 2.12 0.214
H -3.74 -4.56 2.03 0.213
H -5.57 -4.33 0.41 0.210
H -5.55 -2.12 -2.39 0.236
H -6.62 -1.53 -1.13 0.217
H -6.54 -3.26 -1.48 0.218
```

Computed properties:
- highest occupied orbital energy (Eh) = -0.2699
- structure (SMILES) = Cc1ccccc1C(=O)N1CCN(c2ccc(NC(=O)c3ccc4c(c3)OCCO4)cc2)CC1
- energy above the lowest of the compared OMol25 structures with the same formula, charge and spin (kcal per mole) = 29.9
- total charge = 0
- E_LUMO (eV) = 0.7

Which formula does entry 2 have? C27H27Cl5FeGeN2O2SSe

Look up the total charge of the second one. 0